99
Properties=species:S:1:pos:R:3:lowdin_charge:R:1 method="wB97M-V/def2-TZVPD" homo_energy_ev="-9.4 / -9.7" multiplicity=3 charge=+1 energy_ha=-3548.0400 relative_energy_kcal_mol=0.0
W 0.507 0.493 -0.377 1.728
Cl 1.984 3.383 -0.990 0.636
Cl 2.432 1.345 -2.923 0.649
O 0.215 -0.827 1.343 -0.063
O -4.415 -4.157 4.085 0.063
O -1.346 -0.567 -0.111 -0.082
O -2.471 -3.438 5.082 0.049
N -0.611 1.363 -1.804 -0.084
N 0.102 2.082 0.772 -0.126
N 2.368 0.427 0.376 -0.079
N 1.091 -0.901 -1.685 -0.121
C -3.039 -2.460 1.154 0.002
C -1.884 1.595 -3.717 0.041
C -0.720 -0.592 -3.320 -0.071
C 3.426 -1.318 -1.020 -0.072
C -1.344 2.563 -1.757 -0.204
C 0.669 2.320 2.024 -0.217
C -1.035 0.719 -2.979 -0.210
C -2.457 -2.178 -4.017 -0.019
C 7.094 -2.931 -2.483 -0.073
C 2.144 -2.647 -2.734 0.029
C -1.859 5.750 -0.199 -0.044
C -1.483 -1.262 -4.402 -0.223
C -3.959 -3.218 1.858 0.032
C 3.438 4.259 4.862 -0.065
C -2.671 6.861 -0.075 -0.066
C 3.462 -0.366 -0.007 -0.198
C -2.487 -3.036 3.783 -0.188
C 0.918 -2.488 -3.333 0.044
C -4.548 5.569 -0.810 -0.066
C -1.553 -2.312 3.093 0.093
C -0.900 3.040 0.628 -0.220
C -3.689 -4.122 5.303 -0.127
C 2.834 1.564 4.672 -0.032
C 3.707 3.414 5.926 -0.073
C 2.859 3.762 3.708 -0.030
C -2.042 2.735 -2.987 0.027
C 4.556 -0.118 0.867 0.035
C 4.122 0.726 1.843 0.036
C 3.398 2.066 5.830 -0.065
C 5.108 -1.626 -2.778 -0.034
C 2.967 2.962 -2.408 -0.884
C 6.679 -3.256 -1.202 -0.067
C 2.761 1.049 1.571 -0.213
C 5.485 -2.763 -0.699 -0.035
C -2.382 4.530 -0.624 -0.196
C -2.930 -2.657 -6.318 -0.075
C 6.299 -2.119 -3.273 -0.065
C -3.734 4.458 -0.953 -0.031
C -3.679 -3.478 3.182 -0.191
C -1.081 3.718 1.854 0.026
C -4.023 6.770 -0.360 -0.072
C 4.693 -1.932 -1.482 -0.203
C -1.241 -1.045 -5.751 -0.034
C 1.957 1.864 2.365 -0.064
C -0.980 -1.139 0.986 -0.506
C -1.859 -1.997 1.750 -0.134
C -1.964 -1.744 -6.703 -0.069
C -3.180 -2.870 -4.971 -0.065
C 0.305 -1.362 -2.737 -0.218
C 2.266 -1.643 -1.750 -0.239
C -1.510 3.335 -0.612 -0.063
C -0.113 3.270 2.720 0.034
C 2.557 2.409 3.606 -0.219
H -0.639 -1.976 3.554 0.134
H -4.278 -3.590 6.069 0.147
H -2.246 7.795 0.266 0.109
H -2.323 1.364 -4.670 0.122
H -4.150 3.525 -1.302 0.120
H 4.492 -0.991 -3.396 0.105
H -5.602 5.497 -1.034 0.109
H -3.220 -2.221 0.120 0.116
H 3.678 5.309 4.931 0.107
H 2.894 -3.381 -2.942 0.124
H -4.662 7.632 -0.241 0.108
H -3.481 -5.150 5.642 0.147
H 2.781 3.684 -3.200 0.038
H 5.524 -0.564 0.769 0.116
H 7.283 -3.906 -0.588 0.108
H 0.050 3.582 3.732 0.123
H 3.602 1.404 6.658 0.108
H 4.017 2.913 -2.124 0.041
H 4.680 1.115 2.671 0.123
H -4.867 -3.585 1.413 0.125
H -3.501 -3.191 -7.063 0.107
H 5.161 -3.046 0.294 0.123
H -2.600 3.614 -3.244 0.120
H -1.828 4.461 2.047 0.121
H 2.661 4.405 2.863 0.123
H -3.934 -3.584 -4.668 0.108
H -0.806 5.837 0.026 0.122
H 6.596 -1.875 -4.280 0.108
H -2.637 -2.330 -2.962 0.119
H 2.600 0.515 4.578 0.124
H -0.485 -0.339 -6.060 0.123
H 8.022 -3.322 -2.869 0.108
H 0.508 -3.051 -4.145 0.123
H 4.157 3.805 6.827 0.108
H -1.757 -1.578 -7.750 0.108